Entry 1:
70
Properties=species:S:1:pos:R:3:forces:R:3:lowdin_spin:R:1 method="wB97M-V/def2-TZVPD" spin_multiplicity=4 gap_ev="5.0099 / 7.1127" lumo_energy_ha="0.0499 / 0.0503" e_above_lowest_kj_mol=195.0 charge=-1 max_force_ev_per_a=4.77
V 0.23447 0.54049 0.41181 -0.79 -1.67 -0.56 2.6510
C 1.76771 -1.44903 -2.18526 -0.35 -0.19 0.95 0.0003
C 1.06655 -2.84591 -2.06005 0.24 -0.36 -0.74 0.0002
N -0.30908 -2.81639 -1.68773 -0.82 -0.13 -0.17 0.0008
C -1.37114 -3.60453 -2.27394 -0.35 -0.26 0.56 0.0001
C -1.83500 -3.39227 -3.71762 1.45 1.74 0.48 0.0000
S -2.14220 -1.57439 -3.87820 -0.84 -1.28 -0.54 0.0001
C -0.47959 -0.92806 -3.98742 0.99 -1.13 -1.32 0.0005
C -0.16473 0.08144 -2.91841 0.18 1.76 0.36 0.0025
N 0.89234 -0.26181 -1.90661 1.35 0.43 -0.46 0.0061
H 2.14171 -1.43133 -3.21653 0.35 0.38 0.26 -0.0002
H 2.60428 -1.37671 -1.42978 -0.82 -0.06 -0.99 0.0000
H 1.61639 -3.53301 -1.41682 0.39 0.20 0.54 0.0000
H 1.21340 -3.32956 -3.04044 -0.38 0.06 -0.07 0.0000
H -0.61980 -1.96251 -1.28550 -0.27 0.66 0.38 0.0010
H -2.29255 -3.47027 -1.64095 1.04 -0.17 -0.36 0.0000
H -1.08497 -4.64540 -2.27421 0.13 -0.75 0.58 0.0000
H -2.74387 -3.91840 -3.84415 -1.14 -0.36 -0.20 0.0000
H -1.12058 -3.82465 -4.43756 -0.12 0.60 -0.01 0.0000
H -0.46965 -0.43476 -4.95903 0.20 0.13 -0.02 0.0000
H 0.23931 -1.80555 -4.12655 -0.91 1.30 0.45 0.0000
H -1.06416 0.29560 -2.32013 0.17 -0.20 -0.34 0.0012
H 0.07219 1.09538 -3.40396 0.01 -1.50 0.71 0.0000
H 1.59076 0.50250 -1.99696 -0.81 -0.44 0.44 0.0020
O -1.59197 2.12721 3.58625 0.47 -0.40 -0.87 -0.0018
C -1.38713 1.14532 2.87154 0.48 0.50 1.66 0.0070
O -0.18603 0.82727 2.38427 -2.07 0.33 0.15 0.0464
C -2.53438 0.10770 2.91235 -0.95 -0.83 -0.89 0.0011
C -1.97520 -1.30330 3.39947 -0.55 0.53 -2.53 0.0002
C -3.18534 -1.91732 4.08541 0.92 -1.34 0.67 0.0000
C -4.04213 -2.35142 2.90653 -0.40 -1.91 -0.68 0.0001
C -3.26221 -1.85849 1.64094 0.51 1.03 0.82 0.0002
O -1.87787 -2.06116 2.07031 -1.04 0.44 1.51 0.0013
C -3.35431 -0.30091 1.55154 1.00 0.33 -0.05 0.0008
C -2.71782 0.48735 0.31851 -0.33 -0.26 -0.38 0.0091
O -3.25362 1.52330 -0.06773 0.16 -0.98 0.64 0.0074
O -1.62586 -0.00600 -0.23042 -0.52 0.29 0.99 0.0224
H -3.38321 0.46879 3.57904 1.73 -0.10 -0.51 0.0001
H -0.96745 -1.27864 3.86166 -0.82 -0.14 -0.26 0.0001
H -3.65625 -1.18650 4.70490 -0.42 0.56 0.34 0.0000
H -2.95567 -2.75418 4.76917 0.12 0.12 -0.44 0.0000
H -5.10321 -2.12273 3.06552 0.21 0.59 -0.56 0.0000
H -4.07174 -3.48046 2.80169 0.31 1.08 0.31 0.0000
H -3.55425 -2.44452 0.74530 0.67 0.49 0.40 0.0000
H -4.41322 0.00982 1.61258 0.59 0.10 0.07 0.0000
O 3.43345 1.88384 0.78810 0.09 1.26 -1.28 0.0221
C 2.71050 2.59401 0.08775 -2.33 -2.62 1.18 0.0212
N 1.30852 2.17311 -0.08962 2.52 3.82 -1.35 0.0302
S 0.46748 3.50201 -0.77455 -0.31 -1.37 1.00 0.0105
O -0.51600 3.96784 0.19201 0.47 -0.41 -1.41 0.0039
O 0.14344 3.28736 -2.18689 -0.18 0.06 1.39 0.0029
C 1.81228 4.59374 -0.79211 0.69 0.39 -0.26 0.0033
C 1.77783 5.91057 -1.19142 0.01 1.25 -1.02 0.0004
C 2.97797 6.61478 -1.41966 0.17 -1.32 1.90 0.0035
C 4.17905 6.07159 -0.89272 -0.37 -0.35 -0.79 0.0002
C 4.16505 4.72996 -0.51902 0.38 -1.48 0.69 0.0030
C 2.99559 3.94645 -0.49972 -0.07 1.20 0.28 0.0009
H 0.82313 6.43684 -1.35893 0.49 -0.56 -0.17 -0.0001
H 2.96558 7.57745 -1.86648 -0.10 0.80 -0.06 0.0003
H 5.11856 6.64975 -0.79077 -0.75 -0.40 -0.44 0.0000
H 5.05595 4.16872 -0.21112 -0.06 0.67 0.04 0.0002
N 2.17968 -0.26109 3.14316 0.78 -0.83 -0.86 0.0353
C 2.32024 -1.03634 2.04699 -3.23 1.23 -0.78 0.0549
O 1.68467 -0.75377 0.97393 2.05 -0.67 1.62 0.0040
C 2.96085 -2.35482 2.11800 0.97 -1.54 1.10 0.0041
I 1.76538 -3.97666 3.19493 0.33 1.07 -0.65 0.0350
H 1.47210 0.46096 3.14516 -0.42 0.36 -0.36 0.0022
H 2.58231 -0.52359 4.01368 0.28 -0.27 0.34 0.0018
H 3.84474 -2.41518 2.78455 -0.40 0.29 -0.74 0.0003
H 3.12870 -2.78956 1.13194 -0.01 0.22 0.28 -0.0002

---

Entry 2:
105
Properties=species:S:1:pos:R:3:forces:R:3:lowdin_charge:R:1 method="wB97M-V/def2-TZVPD" gap_ev=5.4690 lumo_energy_ha=-0.1619 charge=+1 max_force_ev_per_a=9.24
C 5.03296 -0.98162 3.36718 0.23 0.63 -0.26 -0.1872
C 3.57806 -0.40109 3.95359 1.07 -1.22 0.57 -0.4897
S 3.39417 1.32442 3.25053 -0.85 0.09 -0.10 0.8064
C 1.86680 1.50884 2.18534 -0.92 0.07 -0.93 -0.4256
C 1.97370 0.71623 0.71478 -1.05 -0.06 0.94 -0.3354
C 1.78104 -0.89748 1.11265 0.82 0.96 0.43 -0.1371
O 1.23563 -1.70710 0.01572 -0.16 -1.66 2.40 -0.1620
C 0.85151 -3.05916 0.43781 -1.39 -4.57 0.43 -0.0821
C 0.78386 -3.64227 1.96606 -0.80 -1.66 -2.46 0.0212
C 0.27496 -5.20033 2.28481 -0.23 0.07 -2.89 -0.1746
C 0.17146 -5.74088 3.85368 -0.84 1.54 -0.62 -0.1263
C -0.18183 -6.24689 1.09416 1.62 4.78 -1.61 -0.0280
C -0.08012 -5.69008 -0.45500 1.00 2.83 3.26 0.0047
C 0.42788 -4.13147 -0.77233 -0.49 -0.87 2.29 -0.0404
C 0.49082 -3.69482 -2.35279 0.83 -1.30 -0.14 -0.3592
C 1.58422 -4.71731 -3.08102 0.09 -0.12 -0.36 -0.1219
C -0.92889 -3.85870 -3.15603 -0.03 0.90 0.08 -0.1098
C 3.45059 1.07708 0.12401 -0.17 0.25 3.53 -0.1821
N 3.60686 1.04429 -1.37113 0.91 -0.20 -0.32 -0.3935
Br 4.14767 2.80677 -1.87600 0.05 0.17 -0.42 1.0184
C 2.42713 0.53250 -2.15934 -1.53 -0.93 -2.81 -0.1895
C 2.64461 0.77977 -3.79967 0.51 -0.67 -1.00 -0.0287
C 4.13882 0.23518 -4.31772 4.25 3.76 -1.05 -0.2153
O 5.17682 1.04217 -4.56999 -6.96 -5.80 1.81 0.0122
O 4.20955 -1.24960 -4.52348 0.48 1.74 3.00 -0.0111
C 4.81974 -1.90865 -3.35713 -0.35 -3.16 4.91 -0.2806
C 6.47460 -1.86117 -3.24420 -0.51 0.68 -0.49 -0.0064
O 4.17805 -2.58236 -2.39702 2.96 4.80 -6.59 -0.0007
C 0.98405 1.22013 -1.79648 -0.55 0.58 1.67 -0.1657
F 0.85996 2.64455 -2.28599 0.97 -2.83 0.76 -0.0816
B -0.33163 0.43423 -2.43625 -2.12 -1.00 -2.35 -0.3577
O -0.92721 -0.81182 -1.91924 0.44 3.78 0.24 0.0603
O -0.94889 1.04943 -3.65705 2.40 -2.22 1.56 0.0521
C 0.70719 1.29778 -0.16960 0.05 -0.39 0.62 -0.0150
H 4.91678 -1.97316 2.75658 0.20 1.81 1.30 0.0746
H 5.48948 -0.14663 2.64641 -0.98 -1.90 1.54 0.0525
H 5.81826 -1.10859 4.23827 -1.75 0.04 -1.78 0.0861
H 3.72785 -0.29189 5.11876 -0.64 -0.08 -2.43 0.0883
H 2.68188 -1.12471 3.74490 1.76 1.54 0.36 0.0691
H 0.91551 1.19530 2.79405 1.72 0.41 -1.41 0.1062
H 1.70389 2.65555 1.89912 0.81 -2.35 0.97 0.1138
H 1.07877 -0.87431 2.07791 1.42 -0.41 -2.27 0.1347
H 2.87529 -1.28298 1.36792 -2.38 0.55 -0.22 0.1388
H 1.09311 -2.94451 2.88317 -0.80 -1.86 -2.20 0.0799
H 1.10652 -6.36216 4.18701 -1.92 1.22 -0.74 0.0840
H 0.04841 -4.75238 4.51130 0.52 -2.28 -1.25 0.0797
H -0.85576 -6.32825 4.00041 2.48 1.08 -0.46 0.0920
H -0.57237 -7.33802 1.26278 0.92 2.46 -0.07 0.0933
H -0.38933 -6.36564 -1.37425 0.75 1.61 2.16 0.0993
H 0.90870 -2.61250 -2.50978 -0.93 -2.04 0.76 0.1029
H 2.00953 -4.22852 -4.07350 -0.89 -0.96 2.05 0.0844
H 2.48263 -4.99452 -2.37985 -1.77 0.73 -1.34 0.0833
H 1.05676 -5.72492 -3.39811 1.01 2.04 0.73 0.0776
H -0.96077 -3.01866 -3.98039 -0.01 -1.70 1.53 0.0791
H -1.83536 -3.65392 -2.42847 1.83 -0.61 -1.58 0.0934
H -1.00730 -4.89419 -3.70894 0.07 2.02 1.36 0.0843
H 3.71654 2.17311 0.50992 -0.57 -2.56 -0.94 0.1040
H 4.25558 0.35374 0.60951 -1.75 1.47 -1.15 0.1436
H 4.46972 0.45102 -1.56502 -1.47 0.75 -0.01 0.1512
H 2.43930 -0.65572 -2.04408 -0.37 2.51 0.30 0.1812
H 1.87162 0.14192 -4.44858 1.60 1.19 1.84 0.1603
H 2.48162 1.89407 -4.11896 0.64 -2.14 0.83 0.1341
H 6.87170 -2.72833 -3.93229 -0.75 1.74 1.43 0.1136
H 6.81884 -2.00431 -2.11808 -1.03 0.09 -2.54 0.1088
H 6.88877 -0.82089 -3.65137 -1.02 -2.35 0.74 0.0991
H -1.65914 -0.55722 -1.27448 1.14 -0.75 -1.14 0.1392
H -0.77772 0.47874 -4.46470 -0.74 0.84 1.46 0.1211
H 0.41437 2.40391 0.15204 0.94 -2.26 -0.93 0.1527
H -0.23254 0.63345 0.14614 2.11 1.35 -0.87 0.1448
F -2.23847 0.34840 2.79723 0.50 0.16 0.23 0.0443
C -3.32852 -0.04977 2.12802 -1.16 -0.43 -0.69 -0.3055
C -3.59646 -1.40855 2.00324 0.15 0.00 0.05 -0.0224
C -4.73407 -1.82344 1.31094 -0.04 0.44 -0.07 -0.0763
C -5.58608 -0.87410 0.74120 0.10 -0.05 0.06 -0.0805
C -5.30583 0.48730 0.86759 0.25 -0.28 -0.04 -0.0765
C -4.17428 0.90207 1.56944 0.16 -0.03 0.04 -0.0181
H -2.91882 -2.13166 2.44526 -0.04 0.07 -0.01 0.1129
H -4.95661 -2.88321 1.21444 0.09 0.19 0.04 0.1080
H -6.47087 -1.19828 0.19750 0.16 0.08 0.11 0.1071
H -5.96821 1.22421 0.41979 0.48 -0.38 0.19 0.0868
H -3.94613 1.95646 1.68498 0.00 -0.07 0.01 0.1149
F 3.54094 5.37082 0.22879 0.27 -0.52 0.27 0.0206
C 2.93971 6.38817 -0.40219 -0.69 1.24 -0.72 -0.3032
C 3.44717 7.67533 -0.26304 0.08 -0.09 0.05 -0.0141
C 2.82454 8.73414 -0.92396 -0.26 -0.39 -0.11 -0.0718
C 1.69368 8.49523 -1.70872 0.04 -0.03 0.03 -0.0867
C 1.18892 7.20047 -1.83807 0.31 0.20 0.16 -0.0757
C 1.81836 6.14040 -1.18609 0.10 -0.11 0.09 -0.0285
H 4.32147 7.84300 0.35740 -0.08 -0.05 -0.05 0.1182
H 3.21811 9.74301 -0.82789 -0.05 -0.22 0.02 0.1102
H 1.20572 9.32204 -2.22044 0.10 -0.18 0.11 0.1062
H 0.30621 7.01758 -2.44608 0.18 0.00 0.12 0.1091
H 1.44469 5.12643 -1.28287 0.01 0.04 0.02 0.0926
F -7.64063 2.10058 0.53702 -0.18 0.37 -0.41 0.0317
C -8.49916 1.94612 1.55372 -0.97 -0.16 1.13 -0.2884
C -8.10584 2.29655 2.84063 0.07 0.01 -0.09 -0.0181
C -9.00120 2.14070 3.89876 -0.24 -0.17 -0.38 -0.0782
C -10.27749 1.62535 3.65943 0.08 0.03 -0.01 -0.0920
C -10.66113 1.27179 2.36492 0.35 0.16 0.17 -0.0785
C -9.76950 1.43823 1.30552 0.10 -0.01 -0.09 -0.0150
H -7.10762 2.68741 3.00866 -0.09 -0.03 -0.05 0.1133
H -8.70608 2.41901 4.90741 -0.02 -0.05 -0.21 0.1066
H -10.97397 1.49979 4.48570 0.14 0.03 -0.17 0.1037
H -11.65356 0.86704 2.18172 0.20 0.09 -0.01 0.1076
H -10.05430 1.17695 0.29174 0.06 0.03 0.08 0.1164

---

Entry 3:
95
Properties=species:S:1:pos:R:3:forces:R:3:nbo_charge:R:1 method="wB97M-V/def2-TZVPD" gap_ev=5.8459 lumo_energy_ha=0.1405 e_above_lowest_kj_mol=0.0 charge=-2 max_force_ev_per_a=5.72
Sr -0.24715 1.77179 -0.18595 2.77 -0.38 -5.00 1.8013
Cl -3.16027 1.32598 -7.43154 0.13 -0.04 0.25 -0.0827
C -2.39153 1.02743 -5.86481 0.00 0.31 -0.15 -0.0824
C -2.35752 -0.23684 -5.37288 0.06 -0.29 0.22 -0.2308
C -1.75473 -0.51622 -4.13297 -0.13 0.23 -0.33 -0.2972
I -1.70926 -2.50016 -3.50484 0.02 -0.06 0.09 0.0758
C -1.17327 0.47288 -3.31691 0.00 0.30 -0.16 0.3715
O -0.61817 0.27016 -2.20961 -0.12 -0.31 0.54 -0.7907
C -1.24408 1.83982 -3.87574 0.26 0.11 0.38 0.1732
N -0.70872 2.83086 -3.10372 -0.61 -0.47 -0.04 -0.4218
C -0.72354 4.05626 -3.55733 0.06 0.08 -0.10 0.0398
C -1.24726 4.41032 -4.81701 0.11 0.07 0.15 -0.2628
C -1.79634 3.43884 -5.59490 -0.08 -0.08 -0.10 -0.1605
C -1.81953 2.10450 -5.13195 -0.15 0.02 -0.34 -0.1307
H -2.80009 -1.04461 -5.94103 0.01 0.00 -0.01 0.2201
H -0.29632 4.81618 -2.91416 -0.03 0.01 -0.01 0.1983
H -1.20927 5.44158 -5.14501 0.00 -0.01 0.01 0.2037
H -2.21521 3.66954 -6.56574 -0.01 -0.01 0.01 0.2114
O 0.24417 2.76389 1.92973 -1.64 -1.01 1.30 -1.0771
P -0.53215 1.44112 2.62263 -0.35 0.22 -0.17 2.5070
O -0.16947 1.24189 4.02577 -0.05 0.09 0.31 -1.1233
O -0.38887 0.31270 1.61541 0.08 0.13 1.11 -1.2543
O -2.13575 1.93093 2.45239 0.26 0.14 -0.40 -1.1076
P -2.69135 2.63144 1.05668 0.61 -0.17 -0.16 2.5109
O -4.22328 2.89596 1.33281 -0.27 0.09 0.38 -0.9729
O -1.86373 3.89697 0.92727 -0.28 -0.37 0.29 -1.1662
O -2.52044 1.71662 -0.12215 -1.71 0.23 1.01 -1.1962
H -0.57108 3.28060 1.57387 0.87 1.08 0.68 0.4988
H -4.35230 3.51506 2.06351 0.03 -0.08 -0.09 0.5020
Cl 0.81841 4.87195 -0.57307 0.10 -0.12 0.04 -0.0286
C 2.14419 5.09015 -1.70176 -0.14 0.13 0.12 -0.0812
C 2.49198 6.41102 -1.92318 0.06 -0.04 -0.06 -0.2272
C 3.51492 6.72298 -2.80374 0.00 -0.07 -0.01 -0.2873
C 4.15761 5.67389 -3.44989 0.04 0.14 -0.03 -0.2389
C 3.78582 4.36924 -3.21108 0.21 -0.44 -0.24 -0.0465
Cl 4.69271 3.14725 -4.12837 -0.38 0.30 0.39 -0.0505
C 2.75879 3.96264 -2.30867 0.19 0.66 -0.13 -0.2155
S 2.33736 2.35577 -2.00874 0.09 -0.55 0.21 -0.3756
H 1.95116 7.18791 -1.39857 0.00 -0.01 0.00 0.2103
H 3.80039 7.75066 -2.98668 0.00 -0.01 0.00 0.1966
H 4.96026 5.86368 -4.15102 -0.02 0.00 0.00 0.2092
C 2.71733 -4.95920 0.34477 -0.02 -0.01 0.03 -0.6118
C 1.70448 -5.00788 -0.79898 -0.01 0.01 0.08 -0.3969
C 0.28024 -4.60642 -0.40203 0.09 0.04 -0.08 -0.4018
C 0.06590 -3.10973 -0.21096 0.11 0.04 0.24 -0.2596
N 0.63917 -2.60996 1.04119 -0.12 0.14 -0.24 -0.4121
C 1.65697 -1.70422 1.14316 -0.13 -0.40 -0.21 0.3162
Se 2.56943 -0.98850 -0.28759 0.00 0.05 0.41 -0.2564
N 1.82746 -1.46488 2.47050 0.11 0.21 0.18 -0.4244
C 2.74180 -0.48282 3.04664 -0.15 -0.11 -0.15 -0.2405
C 3.84790 -1.13869 3.86817 -0.05 -0.07 0.01 -0.3982
C 4.73507 -2.09810 3.07759 0.07 0.10 -0.04 -0.3972
C 5.65955 -1.37470 2.10277 0.04 -0.03 -0.02 -0.6193
C 0.84473 -2.12277 3.20008 0.28 0.18 0.04 0.1994
C 0.52643 -2.09628 4.54536 -0.11 -0.02 0.07 -0.2279
C -0.59353 -2.81723 4.94426 0.01 -0.02 -0.09 -0.2311
C -1.36517 -3.53255 4.02319 0.09 0.07 -0.02 -0.2288
C -1.03492 -3.55842 2.67257 -0.05 -0.03 0.15 -0.2335
C 0.08878 -2.84669 2.28970 -0.03 0.00 -0.35 0.1160
H 3.65161 -5.45170 0.06483 -0.01 0.00 -0.02 0.1969
H 2.32839 -5.46200 1.23598 0.00 0.00 -0.02 0.1897
H 2.96399 -3.93254 0.61222 -0.01 0.03 0.00 0.2239
H 1.67454 -6.02425 -1.20382 0.00 0.00 -0.01 0.1837
H 2.04270 -4.34940 -1.60375 -0.01 -0.04 -0.03 0.2158
H -0.00970 -5.14508 0.50710 -0.03 -0.02 -0.02 0.1896
H -0.41143 -4.92196 -1.18906 0.01 0.00 0.00 0.2098
H -0.99504 -2.85425 -0.20229 0.06 -0.16 0.01 0.2510
H 0.53312 -2.54182 -1.01404 -0.02 0.02 -0.02 0.2656
H 2.14049 0.18711 3.66276 0.00 0.07 0.02 0.2403
H 3.14404 0.08833 2.21009 -0.01 0.00 -0.01 0.2500
H 3.39380 -1.66772 4.71161 0.02 0.00 0.00 0.1955
H 4.46361 -0.33759 4.29053 -0.02 -0.01 0.03 0.2005
H 4.10561 -2.80712 2.53207 0.00 0.00 -0.01 0.2074
H 5.33165 -2.68862 3.77975 -0.01 -0.01 0.01 0.1860
H 5.08952 -0.83607 1.34535 -0.01 0.01 0.01 0.2423
H 6.30975 -2.07570 1.57472 -0.02 -0.02 0.02 0.2003
H 6.29953 -0.66138 2.63133 -0.03 0.00 0.00 0.1851
H 1.08891 -1.49541 5.24606 -0.03 0.02 0.00 0.2223
H -0.89142 -2.79461 5.98463 -0.01 -0.01 0.00 0.2029
H -2.25502 -4.04928 4.35904 0.01 -0.02 0.02 0.2048
H -1.65001 -4.07418 1.94798 -0.01 0.02 0.00 0.2272
N -2.54038 -1.31162 0.19704 0.10 0.05 -0.10 -0.8600
C -3.84575 -1.02695 0.55932 0.12 -0.13 0.00 0.3002
C -4.84425 -0.87254 -0.40697 -0.07 0.09 0.01 -0.2925
C -6.15947 -0.66285 -0.02909 0.00 -0.02 0.03 -0.1838
C -6.52241 -0.61437 1.31446 0.11 0.01 -0.06 -0.2990
C -5.52789 -0.75767 2.27490 0.07 -0.04 -0.03 -0.1858
C -4.20541 -0.96263 1.90832 -0.12 0.10 0.06 -0.3054
H -1.83667 -0.98616 0.85185 -0.10 0.11 0.15 0.4075
H -2.27547 -1.00460 -0.73337 -0.12 0.04 -0.03 0.4008
H -4.56556 -0.88304 -1.45465 -0.01 -0.03 0.00 0.2160
H -6.91242 -0.52253 -0.79658 0.00 -0.01 0.00 0.1948
H -7.55224 -0.44613 1.60355 0.00 0.00 0.00 0.1918
H -5.77942 -0.70578 3.32841 0.00 0.02 0.00 0.1935
H -3.42999 -1.04149 2.66228 -0.01 -0.04 0.01 0.2178